DFT (ωB97M-V with the def2-TZVPD basis set) results for a 8-piece molecular cluster, C70H65F13N2O18S overall in a non-equilibrium geometry.

Geometry (Å):
C (-5.20, 4.98, -0.81)
O (-4.41, 4.28, -1.76)
C (-5.14, 3.45, -2.64)
C (-4.52, 3.56, -4.02)
C (-3.36, 2.57, -4.20)
C (-2.25, 3.23, -5.01)
C (-1.28, 2.19, -5.59)
C (-0.15, 1.93, -4.56)
C (1.06, 2.84, -4.84)
C (1.23, 3.97, -3.79)
C (2.61, 3.84, -3.10)
C (2.56, 2.84, -1.90)
C (3.79, 1.92, -1.94)
C (3.49, 0.38, -1.82)
C (4.06, -0.10, -0.50)
C (5.37, -0.48, -0.45)
C (6.26, -0.43, -1.65)
C (5.92, -0.89, 0.72)
N (7.29, -1.27, 0.82)
C (5.19, -0.92, 1.85)
O (5.72, -1.34, 3.04)
C (3.91, -0.56, 1.77)
C (3.31, -0.17, 0.62)
C (1.85, 0.13, 0.88)
O (1.03, 0.65, 0.14)
N (1.64, -0.29, 2.22)
C (0.72, -1.45, 2.44)
C (-0.72, -0.97, 2.58)
C (-1.57, -1.97, 3.38)
F (-1.64, -1.58, 4.65)
F (-0.88, -3.15, 3.38)
C (-2.94, -2.36, 2.78)
F (-3.35, -3.49, 3.36)
F (-2.74, -2.58, 1.48)
C (-4.05, -1.30, 3.00)
F (-4.23, -1.24, 4.32)
F (-3.60, -0.14, 2.53)
C (-5.43, -1.74, 2.40)
F (-5.96, -2.59, 3.27)
F (-5.30, -2.41, 1.26)
S (-6.68, -0.33, 2.14)
F (-6.05, 0.48, 3.32)
F (-7.71, -0.99, 3.12)
F (-7.37, -1.14, 0.97)
F (-5.73, 0.32, 1.08)
F (-7.70, 0.84, 1.91)
C (2.89, -0.49, 2.85)
O (3.06, -0.55, 4.06)
H (-5.45, 5.98, -1.12)
H (-4.62, 5.06, 0.10)
H (-6.10, 4.42, -0.59)
H (-6.20, 3.72, -2.66)
H (-5.08, 2.41, -2.33)
H (-5.23, 3.38, -4.81)
H (-4.10, 4.55, -4.12)
H (-2.95, 2.29, -3.23)
H (-3.69, 1.66, -4.69)
H (-2.66, 3.86, -5.80)
H (-1.70, 3.84, -4.31)
H (-1.80, 1.27, -5.83)
H (-0.87, 2.58, -6.52)
H (0.14, 0.88, -4.54)
H (-0.56, 2.16, -3.59)
H (1.00, 3.30, -5.82)
H (1.95, 2.21, -4.86)
H (0.48, 3.88, -3.02)
H (1.18, 4.95, -4.24)
H (2.96, 4.80, -2.74)
H (3.31, 3.48, -3.84)
H (1.63, 2.29, -1.92)
H (2.55, 3.43, -1.00)
H (4.42, 2.19, -1.10)
H (4.36, 2.05, -2.84)
H (2.42, 0.23, -1.82)
H (3.94, -0.13, -2.65)
H (6.95, -1.25, -1.66)
H (6.86, 0.48, -1.65)
H (5.71, -0.47, -2.57)
H (7.56, -1.87, 0.06)
H (7.84, -0.43, 0.75)
H (5.95, -0.57, 3.57)
H (1.07, -1.90, 3.35)
H (0.84, -2.11, 1.59)
H (-1.14, -0.70, 1.62)
H (-0.71, -0.05, 3.16)
O (2.44, -5.00, 3.25)
C (1.88, -5.73, 4.05)
C (0.43, -5.59, 4.33)
C (-0.18, -6.38, 5.20)
C (0.56, -7.44, 5.93)
O (0.00, -8.16, 6.73)
C (2.01, -7.58, 5.64)
C (2.62, -6.79, 4.77)
H (-0.09, -4.81, 3.78)
H (-1.24, -6.30, 5.42)
H (2.53, -8.36, 6.19)
H (3.68, -6.87, 4.56)
O (-1.09, -9.97, 12.86)
C (-1.33, -9.10, 12.06)
C (-2.28, -8.00, 12.38)
C (-2.54, -7.03, 11.51)
C (-1.90, -7.02, 10.17)
O (-2.15, -6.13, 9.37)
C (-0.96, -8.11, 9.84)
C (-0.70, -9.08, 10.72)
H (-2.73, -8.03, 13.37)
H (-3.23, -6.22, 11.73)
H (-0.51, -8.08, 8.85)
H (-0.01, -9.89, 10.50)
O (-5.63, 7.79, -0.05)
C (-5.66, 8.99, -0.24)
C (-4.69, 9.90, 0.42)
C (-4.71, 11.21, 0.21)
C (-5.71, 11.82, -0.70)
O (-5.74, 13.02, -0.89)
C (-6.68, 10.91, -1.37)
C (-6.65, 9.60, -1.15)
H (-3.97, 9.43, 1.08)
H (-4.02, 11.89, 0.69)
H (-7.40, 11.38, -2.03)
H (-7.35, 8.92, -1.63)
O (2.01, -4.99, 7.09)
C (1.86, -4.44, 8.16)
C (0.60, -4.63, 8.93)
C (0.43, -4.03, 10.11)
C (1.48, -3.17, 10.70)
O (1.32, -2.63, 11.78)
C (2.74, -2.99, 9.93)
C (2.91, -3.58, 8.75)
H (-0.15, -5.26, 8.49)
H (-0.48, -4.15, 10.69)
H (3.49, -2.35, 10.38)
H (3.82, -3.46, 8.17)
O (-4.19, -2.42, -11.26)
C (-3.94, -1.90, -10.20)
C (-2.75, -1.02, -10.03)
C (-2.48, -0.44, -8.87)
C (-3.35, -0.64, -7.69)
O (-3.11, -0.11, -6.62)
C (-4.54, -1.52, -7.85)
C (-4.81, -2.10, -9.01)
H (-2.12, -0.88, -10.91)
H (-1.62, 0.20, -8.73)
H (-5.16, -1.65, -6.97)
H (-5.67, -2.74, -9.16)
O (-1.02, 0.52, -12.16)
C (-1.71, 1.38, -12.69)
C (-3.17, 1.18, -12.88)
C (-3.92, 2.12, -13.45)
C (-3.33, 3.40, -13.93)
O (-4.01, 4.25, -14.45)
C (-1.86, 3.58, -13.74)
C (-1.12, 2.65, -13.17)
H (-3.58, 0.25, -12.52)
H (-4.98, 2.00, -13.60)
H (-1.45, 4.52, -14.10)
H (-0.05, 2.77, -13.02)
O (13.87, -1.10, 3.21)
C (13.00, -0.46, 2.66)
C (13.10, 1.02, 2.54)
C (12.15, 1.73, 1.95)
C (10.95, 1.08, 1.37)
O (10.08, 1.72, 0.83)
C (10.85, -0.39, 1.49)
C (11.80, -1.11, 2.09)
H (13.99, 1.48, 2.97)
H (12.20, 2.81, 1.85)
H (9.96, -0.85, 1.07)
H (11.74, -2.19, 2.18)

**SMILES string**: COCCCCCCCCCCCCc1c(C)c(N)c(O)c2c1C(=O)N(CCC(F)(F)C(F)(F)C(F)(F)C(F)(F)S(F)(F)(F)(F)F)C2=O.O=C1C=CC(=O)C=C1.O=C1C=CC(=O)C=C1.O=C1C=CC(=O)C=C1.O=C1C=CC(=O)C=C1.O=C1C=CC(=O)C=C1.O=C1C=CC(=O)C=C1.O=C1C=CC(=O)C=C1
**E_LUMO**: -1.7 eV
**E_HOMO**: -9.15 eV
**Spin multiplicity**: 1
**Total charge**: 0
**Orbital gap**: 7.4 eV

Löwdin population analysis, charges in e, atoms 1 to 4:
1. C -0.1041
2. O -0.1816
3. C -0.2495
4. C -0.1703

DFT (ωB97M-V with the def2-TZVPD basis set) results for a 4-piece molecular cluster, C70H79N2O9 overall in a non-equilibrium geometry.

Geometry (Å):
C (3.41, -4.25, 1.95)
C (2.14, -4.60, 1.07)
C (1.94, -3.63, -0.15)
C (1.56, -4.48, -1.39)
C (1.39, -3.66, -2.72)
C (0.93, -2.17, -2.55)
C (2.18, -1.21, -2.59)
C (2.30, -0.38, -1.23)
C (2.27, 1.18, -1.46)
C (0.86, 1.73, -1.06)
C (0.52, 1.64, 0.47)
C (-0.91, 1.02, 0.66)
C (-2.06, 2.08, 0.49)
C (-2.50, 2.32, -0.98)
C (-3.60, 1.31, -1.49)
C (-4.94, 1.45, -0.72)
C (-5.96, 0.30, -1.02)
C (-6.95, 0.11, 0.19)
C (-7.42, -1.37, 0.22)
C (-6.64, -2.37, 1.09)
C (-5.12, -2.64, 0.75)
C (-5.07, -3.35, -0.64)
C (-3.90, -3.35, -1.66)
C (-3.05, -4.68, -1.71)
O (-3.01, -2.25, -1.70)
N (-4.77, -3.63, 1.81)
N (-3.58, -4.31, 1.50)
C (-2.56, -3.89, 2.16)
C (-2.46, -3.75, 3.69)
C (-1.30, -3.53, 1.31)
C (-4.32, -1.36, 1.16)
O (-3.24, -0.92, 0.73)
O (-4.81, -0.75, 2.19)
H (4.24, -4.92, 1.64)
H (3.65, -3.17, 1.88)
H (3.15, -4.49, 3.00)
H (2.23, -5.63, 0.66)
H (1.28, -4.61, 1.78)
H (2.89, -3.06, -0.29)
H (1.16, -2.88, 0.09)
H (0.64, -5.05, -1.13)
H (2.37, -5.22, -1.58)
H (0.58, -4.17, -3.31)
H (2.30, -3.71, -3.36)
H (0.28, -2.00, -1.67)
H (0.32, -1.92, -3.45)
H (3.11, -1.81, -2.67)
H (2.14, -0.46, -3.41)
H (1.51, -0.69, -0.53)
H (3.26, -0.66, -0.74)
H (3.10, 1.69, -0.92)
H (2.43, 1.42, -2.54)
H (0.82, 2.80, -1.38)
H (0.10, 1.12, -1.60)
H (0.63, 2.60, 1.02)
H (1.24, 0.91, 0.92)
H (-0.97, 0.67, 1.71)
H (-1.06, 0.12, 0.03)
H (-1.66, 3.04, 0.90)
H (-2.88, 1.77, 1.17)
H (-2.98, 3.32, -1.04)
H (-1.65, 2.32, -1.69)
H (-3.18, 0.28, -1.48)
H (-3.81, 1.58, -2.56)
H (-4.78, 1.46, 0.38)
H (-5.41, 2.40, -1.05)
H (-5.37, -0.63, -1.21)
H (-6.54, 0.47, -1.95)
H (-6.58, 0.52, 1.15)
H (-7.85, 0.72, -0.08)
H (-8.47, -1.37, 0.59)
H (-7.53, -1.69, -0.85)
H (-7.11, -3.38, 0.91)
H (-6.78, -2.22, 2.18)
H (-5.98, -3.07, -1.21)
H (-5.27, -4.44, -0.44)
H (-4.37, -3.37, -2.68)
H (-2.85, -5.12, -0.71)
H (-2.09, -4.55, -2.25)
H (-3.63, -5.42, -2.30)
H (-2.18, -2.45, -2.15)
H (-5.56, -4.23, 2.02)
H (-2.53, -2.66, 3.92)
H (-1.47, -4.11, 4.01)
H (-3.30, -4.27, 4.19)
H (-1.69, -2.97, 0.44)
H (-0.87, -4.48, 0.91)
H (-0.58, -2.96, 1.92)
C (5.49, 0.59, -2.53)
C (6.07, 1.62, -1.79)
C (6.83, 2.59, -2.43)
C (7.02, 2.53, -3.80)
C (6.45, 1.49, -4.54)
C (5.68, 0.53, -3.90)
C (6.68, 1.39, -6.01)
O (6.18, 0.49, -6.65)
C (7.53, 2.42, -6.67)
C (7.81, 2.31, -8.03)
C (8.59, 3.26, -8.66)
C (9.10, 4.33, -7.93)
C (8.84, 4.44, -6.57)
C (8.06, 3.48, -5.94)
C (7.81, 3.59, -4.48)
O (8.26, 4.53, -3.84)
H (4.89, -0.16, -2.04)
H (5.94, 1.66, -0.72)
H (7.28, 3.39, -1.85)
H (5.22, -0.27, -4.47)
H (7.41, 1.48, -8.60)
H (8.80, 3.17, -9.71)
H (9.71, 5.08, -8.42)
H (9.24, 5.28, -6.01)
C (9.15, 9.46, 4.25)
C (8.55, 8.20, 4.33)
C (8.54, 7.37, 3.22)
C (9.11, 7.79, 2.03)
C (9.69, 9.05, 1.94)
C (9.72, 9.88, 3.05)
C (10.26, 9.54, 0.65)
O (10.77, 10.64, 0.58)
C (10.19, 8.65, -0.54)
C (10.67, 9.10, -1.76)
C (10.62, 8.28, -2.87)
C (10.10, 6.99, -2.77)
C (9.62, 6.53, -1.55)
C (9.65, 7.36, -0.44)
C (9.10, 6.87, 0.85)
O (8.64, 5.75, 0.95)
H (9.17, 10.11, 5.11)
H (8.10, 7.88, 5.26)
H (8.07, 6.39, 3.29)
H (10.18, 10.86, 2.99)
H (11.07, 10.10, -1.85)
H (10.99, 8.64, -3.83)
H (10.07, 6.35, -3.64)
H (9.21, 5.53, -1.48)
C (-9.64, -1.15, 5.07)
C (-8.38, -1.74, 5.02)
C (-8.27, -3.13, 5.01)
C (-9.41, -3.92, 5.06)
C (-10.67, -3.32, 5.13)
C (-10.78, -1.93, 5.13)
C (-11.90, -4.15, 5.24)
O (-12.99, -3.63, 5.30)
C (-11.76, -5.63, 5.27)
C (-12.89, -6.42, 5.42)
C (-12.77, -7.80, 5.44)
C (-11.53, -8.40, 5.30)
C (-10.39, -7.61, 5.15)
C (-10.50, -6.23, 5.15)
C (-9.27, -5.40, 5.02)
O (-8.19, -5.92, 4.91)
H (-9.72, -0.07, 5.07)
H (-7.49, -1.13, 4.99)
H (-7.29, -3.58, 4.96)
H (-11.75, -1.47, 5.17)
H (-13.86, -5.96, 5.53)
H (-13.66, -8.41, 5.57)
H (-11.44, -9.48, 5.31)
H (-9.42, -8.08, 5.05)

**E_LUMO**: 0.0 eV
**E_HOMO**: -4.05 eV
**Spin multiplicity**: 1
**Total charge**: -1
**Orbital gap**: 4.1 eV

Löwdin population analysis, charges in e, atoms 1 to 4:
1. C -0.1092
2. C -0.2461
3. C -0.2149
4. C -0.1988